[1]
This record from the OMol25 dataset describes 3 unconnected molecules or ions with the total composition C6H15F3N3. The level of theory is ωB97M-V/def2-TZVPD.

Highest occupied orbital energy: -0.5230 Ha
Total charge: +1
2S+1: 1
Calculated total energy: -19081.0485 eV
F_max: 0.085 hartree/bohr

Atoms and positions in Å:
C -0.349127 -1.445057 0.273572
C -1.621925 -0.981618 -0.475433
C 1.010058 -1.565271 -0.517255
C -1.518169 0.336401 -1.192064
C 2.148970 -2.046469 0.332926
C 3.578002 1.290454 -0.331215
N 3.290714 -1.517913 0.341390
N 2.611765 2.039206 -0.144446
N -1.547436 1.513775 -0.341114
F 1.927278 -3.142980 1.039380
F 4.603329 1.742555 -1.084244
F 0.513363 1.497053 0.940091
H -0.308639 -0.758090 1.183625
H -0.599194 -2.381527 0.724496
H -1.947224 -1.605960 -1.257017
H -2.474877 -0.983708 0.126235
H 0.945832 -2.317294 -1.339336
H 1.278378 -0.597956 -0.843947
H -2.485328 0.384932 -1.757166
H -0.833088 0.363768 -1.997663
H 3.837222 0.224205 0.192633
H 4.036639 -1.987095 0.987147
H 2.590603 2.986145 -0.467544
H 1.577260 1.783495 0.412850
H -2.388647 1.582230 0.331806
H -1.374766 2.358736 -0.809230
H -0.638683 1.491481 0.385749

Forces on atoms 1 to 3 (eV/Å):
-0.415 0.778 1.006
2.545 0.508 -0.658
-1.422 -1.192 1.107



[2]
This record from the OMol25 dataset describes a molecular structure, C6H15KO4P. The level of theory is ωB97M-V/def2-TZVPD.

Highest occupied orbital energy: -0.4945 Ha
Total charge: +1
2S+1: 1
Calculated total energy: -40265.8630 eV
F_max: 0.101 hartree/bohr

Atoms and positions in Å:
K -11.672430 1.897070 14.321020
C -8.531180 2.050190 20.826290
C -8.629190 0.587470 20.188710
O -9.267190 0.895250 18.944690
P -10.767180 0.462290 18.390050
O -10.983480 0.840670 16.975440
O -11.746050 1.133470 19.521570
C -12.091750 2.434950 19.256710
C -12.383200 3.143460 20.613350
O -10.926610 -1.097980 18.886440
C -12.103320 -1.784020 18.886540
C -11.778720 -3.145510 18.252960
H -8.031950 2.708890 20.115660
H -9.496900 2.497780 21.061130
H -7.915990 1.883910 21.710600
H -7.777130 -0.091160 20.228010
H -9.354890 0.085210 20.828400
H -11.466110 3.126480 18.692380
H -12.978430 2.342780 18.629500
H -12.097110 4.178660 20.799430
H -13.444670 3.140950 20.861090
H -11.929760 2.639240 21.466730
H -12.512850 -1.904840 19.889430
H -12.883080 -1.215860 18.379330
H -11.411320 -3.106180 17.227500
H -11.012760 -3.615850 18.869560
H -12.691720 -3.726700 18.382380

Forces on atoms 1 to 3 (eV/Å):
0.173 -0.218 0.496
1.387 -1.984 -0.429
-2.613 2.322 2.090



[3]
This record from the OMol25 dataset describes a gas-phase ion, C6H15N (charge -1). The level of theory is ωB97M-V/def2-TZVPD.

Highest occupied orbital energy (spin up / spin down): 0.0526 / -0.2153 Ha
Total charge: -1
2S+1: 2
Calculated total energy: -7953.8429 eV
F_max: 0.032 hartree/bohr

Atoms and positions in Å:
C -1.871850 0.642202 -0.655333
C -0.823883 0.871011 0.411378
C 0.573724 0.994797 -0.175806
C 1.061495 -0.172534 -1.050119
C 0.781843 -1.610645 -0.554304
C 1.205106 -1.906144 0.923815
N -1.163936 2.139094 1.097389
H -1.860608 -0.384916 -1.044693
H -1.682553 1.215211 -1.557536
H -2.863256 0.878268 -0.279278
H -0.846316 0.018264 1.092959
H 1.375968 1.147111 0.554602
H 0.496086 1.912000 -0.769621
H 2.119300 -0.079937 -1.187524
H 0.549909 -0.139645 -2.023490
H 1.294100 -2.325239 -1.198794
H -0.288849 -1.778633 -0.637778
H 0.425672 -1.639587 1.633097
H 1.489474 -2.959156 0.957628
H 2.094948 -1.304121 1.134772
H -0.301955 2.548466 1.440534
H -1.764420 1.934134 1.888104

Forces on atoms 1 to 3 (eV/Å):
0.134 -0.739 -0.743
-0.034 0.218 0.312
0.098 -0.258 -0.493



[4]
This record from the OMol25 dataset describes 2 unconnected molecules or ions with the total composition C6H15N. The level of theory is ωB97M-V/def2-TZVPD.

Highest occupied orbital energy (spin up / spin down): -0.0677 / -0.0590 Ha
Total charge: -1
2S+1: 2
Calculated total energy: -7949.2015 eV
F_max: 0.084 hartree/bohr

Atoms and positions in Å:
C -2.497477 0.022548 0.807253
C -1.354272 -0.097451 -0.132618
C -0.512306 1.134835 -0.522243
C 0.888638 1.007156 0.080031
C 1.659589 -0.233938 -0.424317
C 2.854546 -0.471488 0.587403
N -1.233951 -1.252826 -0.842023
H -2.920763 -0.814599 1.276168
H -2.132642 0.761581 1.538360
H -3.285783 0.545810 0.175837
H -0.535758 -0.738901 0.301926
H -0.372108 0.977242 -1.598393
H -1.135550 2.036769 -0.314193
H 1.528958 1.897938 -0.204857
H 0.808225 0.874832 1.228982
H 1.029706 -1.191930 -0.443300
H 1.963914 -0.034890 -1.468364
H 2.391540 -0.735003 1.526685
H 3.524281 0.403700 0.734780
H 3.476046 -1.333068 0.262862
H -2.002755 -1.572705 -1.377597
H 0.068048 -0.476975 1.882208

Forces on atoms 1 to 3 (eV/Å):
-0.459 4.093 -1.362
0.833 -1.516 0.875
-0.522 -0.692 -0.532



[5]
This record from the OMol25 dataset describes C6H15N in the gas phase. The level of theory is ωB97M-V/def2-TZVPD.

Structure (SMILES): CCCNCCC
Highest occupied orbital energy: -0.3284 Ha
Total charge: 0
2S+1: 1
Calculated total energy: -7955.1053 eV
F_max: 0.026 hartree/bohr

Atoms and positions in Å:
C -0.304474 -0.682514 2.679805
C 0.865522 -1.332335 1.948449
C 0.651727 -1.422621 0.440076
N 0.418203 -0.076682 -0.138075
C -0.129506 -0.182632 -1.495149
C -0.133755 1.175289 -2.206267
C -0.996431 2.205720 -1.466843
H -0.149824 -0.736135 3.754797
H -0.384051 0.368340 2.399356
H -1.262948 -1.160243 2.462349
H 1.772897 -0.766852 2.180749
H 0.987870 -2.363745 2.282426
H 1.583868 -1.815901 0.006947
H -0.221764 -2.038940 0.225903
H 1.347486 0.313680 -0.272835
H 0.448594 -0.891719 -2.099093
H -1.162148 -0.542444 -1.450021
H -0.574506 0.960747 -3.176046
H 0.897518 1.506986 -2.291618
H -1.817450 2.593555 -2.073145
H -0.407830 3.082941 -1.161455
H -1.428997 1.805505 -0.550313

Forces on atoms 1 to 3 (eV/Å):
0.063 0.120 0.026
-0.582 -0.153 -0.140
0.496 1.232 0.270



[6]
This record from the OMol25 dataset describes C6H15N in the gas phase. The level of theory is ωB97M-V/def2-TZVPD.

Structure (SMILES): CCCNCCC
Highest occupied orbital energy: -0.3077 Ha
Total charge: 0
2S+1: 1
Calculated total energy: -7954.3544 eV
F_max: 0.029 hartree/bohr

Atoms and positions in Å:
C -1.841699 1.892052 0.795306
C -1.027161 2.173390 -0.510414
C -0.617721 0.873123 -1.214873
N 0.036558 -0.029275 -0.264766
C 1.233749 -0.729642 -0.660265
C 1.798977 -1.653590 0.471066
C 0.602514 -2.526286 0.934123
H -2.780722 2.475840 0.843475
H -1.244882 2.180448 1.664505
H -2.102637 0.826478 0.906401
H -0.083322 2.649567 -0.192496
H -1.483508 2.913679 -1.154778
H 0.144550 1.137004 -1.981144
H -1.503730 0.410981 -1.659905
H 0.111244 0.430453 0.628991
H 1.911320 0.039629 -1.012554
H 1.095718 -1.505007 -1.435009
H 2.607814 -2.199482 -0.099843
H 2.363459 -1.135063 1.228374
H 0.085316 -2.723276 -0.005386
H 0.928323 -3.515329 1.292120
H -0.234161 -1.985692 1.427070

Forces on atoms 1 to 3 (eV/Å):
-0.388 0.312 -0.308
0.760 -0.388 1.190
0.851 0.448 -0.047



[7]
This record from the OMol25 dataset describes C6H15N in the gas phase. The level of theory is ωB97M-V/def2-TZVPD.

Structure (SMILES): CCNCC(C)C
Highest occupied orbital energy: -0.3099 Ha
Total charge: 0
2S+1: 1
Calculated total energy: -7953.8508 eV
F_max: 0.079 hartree/bohr

Atoms and positions in Å:
C -3.357097 -0.560498 0.562914
C -2.098911 0.199208 0.993717
N -0.948848 0.002272 -0.046858
C 0.349684 0.573521 0.355120
C 1.480524 -0.201381 -0.284305
C 1.535906 -0.303285 -1.773422
C 2.970195 0.407094 0.192192
H -3.483457 -1.462914 1.152202
H -4.229775 0.021156 0.858425
H -3.314013 -0.772206 -0.524213
H -1.633304 -0.232834 1.928279
H -2.331544 1.296425 1.038646
H -0.741274 -0.975622 -0.410866
H 0.437689 0.413733 1.468295
H 0.432290 1.654511 0.138639
H 1.456514 -1.112424 0.261783
H 1.350730 0.631115 -2.177985
H 0.751564 -1.007728 -2.214778
H 2.480163 -0.622854 -2.236693
H 3.680611 -0.533449 0.277658
H 3.466442 1.076984 -0.662889
H 3.037488 0.922247 1.154206

Forces on atoms 1 to 3 (eV/Å):
0.283 0.172 0.272
2.386 -0.921 -1.243
-0.471 -0.118 -0.305



[8]
This record from the OMol25 dataset describes C6H15N in the gas phase. The level of theory is ωB97M-V/def2-TZVPD.

Structure (SMILES): CCCCNCC
Highest occupied orbital energy: -0.3210 Ha
Total charge: 0
2S+1: 1
Calculated total energy: -7955.0097 eV
F_max: 0.024 hartree/bohr

Atoms and positions in Å:
C 1.362011 -2.548349 0.674935
C 1.711126 -1.114308 0.313176
C 1.226619 -0.620908 -1.053424
C -0.257734 -0.237353 -1.015954
N -0.429004 1.089502 -0.446286
C -1.729332 1.271147 0.127373
C -1.895893 2.694238 0.646950
H 1.394070 -3.170293 -0.215421
H 2.112402 -2.959771 1.359208
H 0.429522 -2.703271 1.215847
H 1.333296 -0.432033 1.057408
H 2.773415 -0.971149 0.319086
H 1.872835 0.199610 -1.385616
H 1.426550 -1.356375 -1.843257
H -0.698239 -1.040568 -0.407880
H -0.729703 -0.194520 -1.982039
H 0.266787 1.297497 0.249519
H -2.420779 1.092616 -0.700578
H -1.954234 0.519321 0.887402
H -2.928722 3.033593 0.648266
H -1.377315 3.314033 -0.091094
H -1.487672 2.837344 1.642377

Forces on atoms 1 to 3 (eV/Å):
0.522 -0.390 0.383
-0.273 0.185 -0.533
0.093 -0.001 -0.625



[9]
This record from the OMol25 dataset describes C6H15N in the gas phase. The level of theory is ωB97M-V/def2-TZVPD.

Structure (SMILES): CCCC[C@H](C)N
Highest occupied orbital energy: -0.3427 Ha
Total charge: 0
2S+1: 1
Calculated total energy: -7954.8728 eV
F_max: 0.051 hartree/bohr

Atoms and positions in Å:
C -1.815160 0.903799 2.575584
C -0.770968 -0.087934 2.013540
C -0.284229 0.335264 0.635504
C 0.798185 -0.560830 0.011371
C 1.100248 -0.132302 -1.445980
C -0.033853 0.102497 -2.454350
N 1.951019 -1.193323 -2.057499
H -1.634132 1.925460 2.261759
H -2.786579 0.713724 2.118018
H -1.884114 0.753060 3.643797
H 0.029550 -0.165856 2.744461
H -1.332640 -1.010698 1.855456
H -1.105539 0.227572 -0.071400
H 0.081674 1.364585 0.709641
H 1.753902 -0.437257 0.440091
H 0.377396 -1.568590 0.034614
H 1.620320 0.826882 -1.334921
H -0.908655 0.552104 -1.967202
H -0.423062 -0.859901 -2.776411
H 0.234589 0.865352 -3.175073
H 2.774023 -0.762426 -2.462389
H 2.258030 -1.791176 -1.298618

Forces on atoms 1 to 3 (eV/Å):
-0.082 -0.562 -0.877
-1.002 0.651 -0.404
0.829 -0.369 0.163



[10]
This record from the OMol25 dataset describes C6H15N in the gas phase. The level of theory is ωB97M-V/def2-TZVPD.

Structure (SMILES): CNCCC(C)C
Highest occupied orbital energy: -0.3332 Ha
Total charge: 0
2S+1: 1
Calculated total energy: -7953.8388 eV
F_max: 0.080 hartree/bohr

Atoms and positions in Å:
C 2.439562 0.010385 2.297666
N 1.097612 0.182723 1.614465
C 1.213803 -0.358162 0.199691
C -0.167027 -0.846094 -0.252554
C -1.042800 0.375414 -0.725550
C -2.504126 0.186049 -0.380754
C -0.879023 0.467092 -2.227702
H 2.851055 0.983072 2.061732
H 3.035644 -0.770992 1.826356
H 2.461904 -0.169558 3.360887
H 0.421389 -0.434799 2.058818
H 2.001609 -1.078475 0.010652
H 1.388286 0.608254 -0.302401
H 0.038888 -1.609304 -1.011908
H -0.651135 -1.384035 0.568768
H -0.572035 1.204069 -0.185112
H -2.992351 1.166827 -0.217150
H -2.710340 -0.192840 0.608374
H -2.997414 -0.333619 -1.205703
H -1.430446 0.032443 -3.066324
H 0.155423 0.426553 -2.594275
H -1.158479 1.534998 -2.437977

Forces on atoms 1 to 3 (eV/Å):
-0.855 0.989 -1.425
0.749 -2.405 0.350
-1.431 2.220 0.908